--- a ---
Computed, not measured: a structure of composition C37H43AsF5O5PV, with the ωB97M-V functional and the def2-TZVPD basis.

```
93
Properties=species:S:1:pos:R:3:mulliken_charge:R:1
As 3.18 -0.06 -0.47 1.294
V -0.03 0.07 -0.03 0.067
P -0.72 2.08 1.24 0.549
F -1.09 -3.52 -4.44 -0.277
F -2.03 0.76 -6.16 -0.277
F -0.41 -2.41 -2.07 -0.179
F -1.90 -1.93 -6.49 -0.271
F -1.35 1.86 -3.79 -0.290
O 0.05 -0.97 1.38 0.785
O -0.52 0.28 -1.70 0.963
O -0.08 -2.64 2.86 -0.507
O 1.69 0.76 -0.04 0.863
O -2.01 -1.37 0.23 -0.344
C -2.40 1.70 1.86 1.490
C 6.48 2.13 1.95 -0.594
C 4.50 0.85 0.52 0.328
C -1.57 -1.40 -5.33 0.656
C -1.29 0.55 -3.94 -0.145
C -1.89 -2.41 1.23 1.684
C 5.28 1.82 2.57 -1.026
C 3.00 1.40 -2.86 -0.351
C -0.83 -1.64 -3.07 -0.497
C -1.64 -0.02 -5.16 0.105
C 2.63 -4.49 0.81 -0.631
C -2.97 2.59 2.96 -1.475
C 0.41 3.67 3.29 -1.648
C -3.04 -2.33 2.22 -1.605
C 6.70 1.80 0.62 -0.847
C -0.88 -0.26 -2.89 -0.147
C -1.77 -3.77 0.57 -1.515
C 2.27 -4.10 -0.47 -1.146
C 4.28 1.18 1.85 -0.096
C 5.71 1.16 -0.11 -0.723
C 3.01 -1.87 0.03 0.537
C 0.49 2.30 2.61 0.966
C 3.39 -2.27 1.31 -0.393
C -1.59 4.72 0.71 -1.806
C -0.58 -2.09 1.94 -0.430
C 3.14 1.62 -4.22 -0.737
C -1.16 -2.21 -4.29 0.119
C 3.64 0.62 -5.04 -0.547
C 3.89 -0.84 -3.14 -0.488
C 4.02 -0.61 -4.50 -0.871
C 3.37 0.16 -2.33 0.324
C -0.78 3.40 -1.26 -1.106
C 0.44 1.19 3.66 -1.221
C -0.63 3.62 0.24 0.744
C -3.38 1.58 0.68 -1.508
C 2.46 -2.79 -0.87 0.091
C 3.19 -3.58 1.70 -0.896
H 2.49 -5.52 1.12 0.436
H -2.84 -2.99 3.07 0.435
H -2.62 4.49 0.44 0.328
H 3.34 0.93 2.34 0.411
H 1.86 -4.82 -1.17 0.486
H -2.84 -1.50 -0.25 0.307
H -3.13 3.61 2.62 0.259
H -3.68 2.57 0.32 0.369
H -0.53 3.83 3.80 0.243
H 3.83 -1.56 2.01 0.456
H -0.50 1.20 4.22 0.350
H -1.55 4.91 1.78 0.343
H -2.98 1.03 -0.17 0.053
H 1.23 1.36 4.39 0.509
H -2.26 0.70 2.28 -0.521
H -2.70 -4.02 0.07 0.497
H 0.00 2.77 -1.67 -0.290
H 3.75 0.79 -6.10 0.468
H 7.64 2.04 0.14 0.436
H -2.34 2.62 3.85 0.326
H 2.86 2.57 -4.64 0.463
H 7.26 2.63 2.51 0.428
H 0.58 4.50 2.60 0.390
H -0.96 -3.79 -0.15 0.148
H 0.57 0.19 3.25 -0.017
H 2.19 -2.49 -1.87 0.453
H 0.40 3.94 0.43 0.696
H -3.96 -2.66 1.74 0.478
H -3.18 -1.32 2.59 0.237
H -1.58 -4.54 1.33 0.417
H -0.73 4.37 -1.76 0.658
H 5.88 0.91 -1.15 0.490
H -1.32 5.64 0.20 0.512
H -1.74 2.95 -1.51 0.250
H 4.43 -1.38 -5.14 0.479
H 2.61 2.18 -2.23 0.312
H -3.94 2.19 3.26 0.485
H 5.12 2.07 3.61 0.461
H 1.20 3.72 4.04 0.518
H 3.47 -3.90 2.70 0.462
H 1.44 2.24 2.08 -0.293
H 4.20 -1.80 -2.73 0.596
H -4.28 1.07 1.02 0.510
```

Calculated values
- Highest occupied orbital energy (spin up / spin down): -0.5243 / -0.5250 hartree
- Spin multiplicity: 2
- Total charge: +2
- HOMO-LUMO gap (spin up / spin down): 7.41 / 8.06 eV
- M: 819.58 g mol⁻¹

--- b ---
Computed, not measured: a structure of composition C37H43AsF5O5PV, with the ωB97M-V functional and the def2-TZVPD basis.

```
93
Properties=species:S:1:pos:R:3:mulliken_charge:R:1
As 0.97 2.30 2.30 0.959
V 0.69 -0.16 -0.01 0.764
P 0.51 -2.64 -0.09 1.032
F 7.73 0.24 0.54 -0.279
F 4.04 -0.54 -2.27 -0.333
F 6.07 0.45 2.67 -0.331
F 6.72 -0.25 -1.94 -0.285
F 3.38 0.15 2.34 -0.296
O -1.45 -0.37 0.01 -0.921
O 2.38 -0.32 -0.14 0.804
O -0.19 0.29 -1.60 -0.769
O -1.43 2.65 -0.98 -0.325
O 0.41 0.99 1.32 1.710
C -1.36 5.68 1.69 -0.894
C 0.63 -0.22 5.56 -0.938
C -0.32 4.76 1.63 -0.185
C -1.00 -3.28 0.74 0.716
C -3.49 1.49 -0.42 -1.779
C -2.59 1.48 -2.79 -1.633
C -1.32 0.38 -0.96 0.694
C 1.48 0.33 6.50 -0.564
C -1.57 3.29 3.11 -0.400
C 4.67 3.90 1.13 -0.772
C 3.35 3.53 -0.84 -0.845
C 4.52 3.96 -0.24 -0.737
C 3.69 -0.22 0.03 -0.738
C -2.60 4.21 3.15 -0.819
C 3.64 3.41 1.93 -0.835
C 4.55 -0.32 -1.06 0.157
C 2.08 2.08 4.96 -0.672
C 2.07 -3.35 0.57 1.342
C 0.42 -3.17 -1.85 0.422
C 2.24 -3.05 2.07 -1.693
C -1.15 -2.77 2.17 -1.360
C -1.14 -4.80 0.67 -1.657
C 6.44 0.09 0.37 0.560
C -0.44 3.56 2.34 0.504
C -2.25 1.52 -1.30 1.377
C 5.58 0.18 1.47 0.121
C 0.51 0.36 4.31 -0.231
C -0.94 -2.91 -2.50 -1.533
C 1.25 1.50 4.01 0.660
C 2.20 1.48 6.21 -0.955
C 5.92 -0.16 -0.90 0.474
C 2.47 2.98 1.33 0.689
C 2.32 -4.84 0.29 -1.633
C 4.22 0.03 1.30 0.052
C 1.56 -2.57 -2.67 -1.560
C -2.49 5.40 2.44 -0.520
C 2.31 3.04 -0.06 -0.332
H -0.90 -3.25 -3.54 0.498
H -0.15 -0.07 3.57 0.419
H 3.23 3.59 -1.92 0.527
H -1.80 -2.82 0.14 0.424
H -3.29 6.12 2.49 0.437
H -1.64 2.36 3.67 0.376
H 5.33 4.34 -0.86 0.444
H 3.33 -5.08 0.60 0.477
H -1.68 3.38 -1.56 0.294
H 1.38 2.74 -0.53 0.332
H -0.42 -3.23 2.84 0.300
H -1.19 -1.85 -2.51 0.151
H -0.47 -5.29 1.38 0.359
H 1.49 -1.48 -2.72 0.127
H -4.10 2.36 -0.64 0.446
H -1.68 1.45 -3.39 0.412
H 1.74 -3.81 2.67 0.410
H -0.95 -5.21 -0.32 0.350
H 3.29 -3.07 2.33 0.468
H 2.54 -2.83 -2.27 0.290
H -2.16 -5.07 0.94 0.466
H 1.84 -2.07 2.36 0.121
H -3.21 0.62 -3.03 0.392
H 5.59 4.24 1.60 0.485
H 1.63 -5.48 0.84 0.279
H 2.63 2.99 4.76 0.436
H 0.56 4.98 1.05 0.411
H -2.14 -3.02 2.53 0.526
H 2.84 -2.79 0.02 -0.198
H 2.24 -5.08 -0.77 0.383
H 0.57 -4.25 -1.80 0.508
H -1.74 -3.46 -2.01 0.354
H 1.51 -2.95 -3.69 0.549
H -3.48 4.01 3.74 0.452
H 2.85 1.92 6.95 0.454
H -1.03 -1.69 2.22 -0.048
H 0.06 -1.11 5.79 0.466
H -3.16 2.37 -3.05 0.511
H -3.20 1.52 0.63 0.251
H 1.58 -0.13 7.48 0.440
H -4.08 0.60 -0.60 0.378
H -1.28 6.61 1.15 0.456
H 3.78 3.36 3.00 0.172
```

Calculated values
- Highest occupied orbital energy (spin up / spin down): -0.5264 / -0.5278 hartree
- Spin multiplicity: 2
- Total charge: +2
- HOMO-LUMO gap (spin up / spin down): 7.31 / 8.03 eV
- M: 819.58 g mol⁻¹

a has the most favorable energy; the next structure is 24.3 kJ/mol above.

--- a ---
Computed, not measured: the molecule C5H6FN, with the ωB97M-V functional and the def2-TZVPD basis.

```
13
Properties=species:S:1:pos:R:3:mulliken_charge:R:1
F 0.74 0.23 -2.56 -0.275
N -0.91 0.99 0.63 -0.586
C -0.66 -0.62 0.56 -0.174
C 0.83 -0.30 0.72 -0.503
C 0.42 1.02 -0.07 -0.072
C -0.83 -0.71 -1.02 -0.353
C 0.07 0.19 -1.45 0.161
H 1.23 1.86 -0.05 0.332
H -0.79 1.37 1.60 0.303
H 1.52 -1.07 0.33 0.274
H 1.28 -0.38 1.91 0.219
H -1.34 -1.33 1.14 0.359
H -1.57 -1.26 -1.72 0.315
```

Calculated values
- Highest occupied orbital energy: -0.3234 hartree
- Spin multiplicity: 1
- HOMO-LUMO gap: 9.85 eV
- M: 99.11 g mol⁻¹
- SMILES: FC1=C[C@H]2C[C@@H]1N2

--- b ---
Computed, not measured: a structure of composition C5H6FN, with the ωB97M-V functional and the def2-TZVPD basis.

```
13
Properties=species:S:1:pos:R:3:mulliken_charge:R:1
F 0.40 -2.64 -0.60 -0.246
N -1.83 -0.22 0.80 -0.571
C -0.82 0.76 0.53 -0.434
C -1.45 -1.42 0.34 -0.375
C -0.21 -1.53 -0.23 0.330
C 1.70 0.91 -0.61 -0.943
C 0.37 0.30 -0.11 0.328
H -1.22 1.79 0.00 0.255
H -0.85 1.12 1.55 0.300
H 1.40 1.87 -0.98 0.303
H -2.07 -2.23 0.47 0.488
H 2.37 0.96 0.22 0.273
H 2.22 0.32 -1.37 0.291
```

Calculated values
- Highest occupied orbital energy (spin up / spin down): -0.2960 / -0.2974 hartree
- Spin multiplicity: 1
- HOMO-LUMO gap (spin up / spin down): 7.91 / 8.29 eV
- M: 99.11 g mol⁻¹

a has the most favorable energy; the next structure is 47.3 kJ/mol above.

--- a ---
Computed, not measured: a cluster of 2 separate species, C4H11NO in total, with the ωB97M-V functional and the def2-TZVPD basis.

```
17
Properties=species:S:1:pos:R:3:mulliken_charge:R:1
O -1.07 0.55 1.99 -0.131
N 0.80 -0.47 1.23 -0.291
C 1.62 0.51 -2.31 -0.966
C 0.23 1.04 -1.93 -0.298
C -0.53 -0.34 1.34 0.830
C -1.37 -1.22 0.51 -1.045
H 1.57 -0.58 -2.27 0.272
H 0.18 2.12 -1.94 0.343
H -1.14 -1.59 -0.50 0.317
H 1.45 0.17 1.65 0.270
H -1.57 -2.22 0.88 0.388
H 0.07 0.77 -0.87 -0.220
H -0.53 0.57 -2.54 0.275
H -2.40 -0.83 0.44 0.389
H 1.10 -0.98 0.40 0.258
H 1.91 0.82 -3.32 0.331
H 2.40 0.88 -1.63 0.277
```

Calculated values
- Highest occupied orbital energy (spin up / spin down): -0.5699 / -0.5699 hartree
- Spin multiplicity: 2
- Total charge: +1
- HOMO-LUMO gap (spin up / spin down): 10.80 / 5.97 eV
- M: 89.14 g mol⁻¹

--- b ---
Computed, not measured: a cluster of 2 separate species, C4H11NO in total, with the ωB97M-V functional and the def2-TZVPD basis.

```
17
Properties=species:S:1:pos:R:3:mulliken_charge:R:1
O -2.69 -0.52 -1.06 -0.331
N 1.19 1.01 0.12 -0.210
C -1.67 -0.18 -0.25 -0.114
C -2.03 -0.16 1.25 -0.849
C 2.96 -0.69 0.04 -0.674
C 2.38 0.38 -0.45 0.074
H 3.89 -1.04 -0.38 0.273
H -1.21 0.09 1.91 0.280
H -2.86 0.54 1.36 0.298
H 2.88 0.99 -1.19 0.327
H 1.28 2.03 0.16 0.401
H 0.89 0.68 1.04 0.329
H -0.74 -0.76 -0.40 0.322
H -1.41 0.85 -0.53 0.199
H -2.42 -1.13 1.54 0.305
H 0.36 0.75 -0.45 0.128
H 2.46 -1.32 0.77 0.243
```

Calculated values
- Highest occupied orbital energy (spin up / spin down): -0.5394 / -0.5167 hartree
- Spin multiplicity: 2
- Total charge: +1
- HOMO-LUMO gap (spin up / spin down): 10.83 / 8.77 eV
- M: 89.14 g mol⁻¹

a has the most favorable energy; the next structure is 75.4 kJ/mol above.

--- a ---
Computed, not measured: a cluster of 2 separate species, C4H14NO2 in total, with the ωB97M-V functional and the def2-TZVPD basis.

```
21
Properties=species:S:1:pos:R:3:mulliken_charge:R:1
O 1.34 1.15 -2.01 -0.369
O 0.56 -2.47 2.87 -0.635
N 0.54 -0.81 -0.21 -0.619
C -0.77 0.01 -0.06 -0.496
C -0.04 1.59 -1.98 -0.993
C -1.31 -0.26 1.35 -1.533
C -0.60 1.42 -0.61 -0.502
H -2.36 0.06 1.33 0.409
H -0.01 2.63 -2.32 0.373
H 0.07 1.98 0.06 0.277
H -0.03 -1.77 3.15 0.331
H 1.18 -0.33 -0.86 0.002
H -0.78 0.38 2.02 0.440
H 1.87 1.81 -2.46 0.258
H -1.32 -1.35 1.38 0.543
H -1.50 2.00 -0.37 0.500
H 1.02 -0.98 0.67 0.748
H 0.30 -1.76 -0.65 0.917
H -1.37 -0.53 -0.81 -0.401
H -0.55 1.07 -2.74 0.400
H 0.51 -3.12 3.60 0.349
```

Calculated values
- Highest occupied orbital energy (spin up / spin down): -0.1015 / -0.4115 hartree
- Spin multiplicity: 2
- HOMO-LUMO gap (spin up / spin down): 3.47 / 11.74 eV
- M: 108.16 g mol⁻¹

--- b ---
Computed, not measured: a cluster of 2 separate species, C4H14NO2 in total, with the ωB97M-V functional and the def2-TZVPD basis.

```
21
Properties=species:S:1:pos:R:3:mulliken_charge:R:1
O -1.64 -2.60 -0.86 -0.265
O -1.61 -0.32 1.25 0.002
N 0.51 -0.46 -0.29 -0.866
C 0.29 0.99 0.24 -0.111
C -0.78 0.78 1.48 -1.403
C 1.48 1.82 0.63 -1.528
C 0.97 -0.54 -1.71 -1.294
H 2.10 1.34 1.43 0.456
H 0.27 -1.12 -2.32 0.319
H -2.47 -2.59 -1.31 0.198
H -0.43 -0.82 0.05 0.220
H -0.15 0.79 2.32 0.185
H 1.94 1.94 -0.33 0.459
H 1.03 0.39 -2.18 0.306
H -0.54 1.42 -0.48 0.488
H 1.10 -0.99 0.42 1.091
H -1.38 -3.49 -0.70 0.226
H 1.17 2.82 1.07 0.330
H 2.02 -0.88 -1.78 0.513
H -2.47 -0.15 1.71 0.374
H -1.43 1.67 1.41 0.300
```

Calculated values
- Highest occupied orbital energy (spin up / spin down): -0.0910 / -0.3928 hartree
- Spin multiplicity: 2
- HOMO-LUMO gap (spin up / spin down): 3.37 / 11.35 eV
- M: 108.16 g mol⁻¹

a has the most favorable energy; the next structure is 122.6 kJ/mol above.